# 1
{"formula": "C34H46BrCl2IO2P", "method": "ωB97M-V/def2-TZVPD", "symbols": ["C", "C", "C", "C", "O", "P", "I", "C", "C", "C", "C", "Cl", "C", "C", "Cl", "O", "C", "C", "C", "C", "C", "C", "Br", "H", "H", "H", "H", "H", "H", "H", "H", "H", "H", "H", "H", "H", "H", "H", "H", "H", "H", "H", "H", "H", "H", "H", "H", "H", "H", "H", "H", "C", "C", "C", "C", "C", "C", "H", "H", "H", "H", "H", "H", "C", "C", "C", "C", "C", "C", "H", "H", "H", "H", "H", "H", "C", "C", "C", "C", "C", "C", "H", "H", "H", "H", "H", "H"], "positions_angstrom": [[4.48675, 1.96601, 1.02274], [3.41875, 1.30309, 1.64727], [2.20148, 1.90473, 2.23946], [0.89264, 1.78406, 1.40139], [0.63989, 0.47601, 0.99451], [-0.30497, 0.37231, -0.44554], [-1.54709, 0.46370, -2.77167], [-1.93652, 0.94112, 0.34893], [-3.02426, -0.13849, 0.31259], [-4.43555, 0.37765, -0.03538], [1.21923, -0.49890, -1.25466], [2.76772, 0.22330, -0.99040], [1.18737, -1.68263, -1.85179], [0.01079, -2.56827, -2.11474], [2.65993, -2.45260, -2.42686], [0.21024, 1.96275, -0.84712], [0.60524, 2.79206, 0.22726], [-0.50885, 3.75313, 0.70177], [-1.24013, 4.46221, -0.43653], [1.77947, 3.70514, -0.24382], [2.27613, 3.56110, -1.68387], [1.29160, 4.08709, -2.71170], [1.82288, 3.53890, -4.51932], [4.50180, 2.18119, -0.03703], [5.31394, 2.33959, 1.62206], [3.45672, 0.20140, 1.79139], [1.97942, 1.40554, 3.18981], [2.41895, 2.96111, 2.41502], [0.13009, 2.00730, 2.16430], [-0.71592, -0.95936, -0.12799], [-2.29426, 1.85415, -0.12952], [-1.73638, 1.19471, 1.39484], [-3.06979, -0.60192, 1.30307], [-2.74614, -0.93620, -0.38232], [-4.45656, 1.46872, -0.08849], [-5.17194, 0.07011, 0.71115], [-4.76693, -0.00331, -1.00331], [-0.91914, -2.15415, -1.73892], [0.18937, -3.55493, -1.67697], [-0.09990, -2.71354, -3.19258], [-1.25503, 3.21719, 1.28655], [-0.05477, 4.48390, 1.38138], [-1.55659, 3.73328, -1.18563], [-0.63626, 5.23747, -0.91208], [-2.14499, 4.93781, -0.04861], [1.45401, 4.74726, -0.13892], [2.64688, 3.58790, 0.40828], [3.19822, 4.14886, -1.76351], [2.53886, 2.54263, -1.93927], [1.26723, 5.17395, -2.75990], [0.29881, 3.66725, -2.58555], [3.07374, -8.30507, -1.99360], [2.49614, -8.50946, -0.74772], [2.04940, -7.42472, -0.00547], [2.17679, -6.13811, -0.51109], [2.75217, -5.93093, -1.75754], [3.20189, -7.01724, -2.49605], [3.42339, -9.15058, -2.57292], [2.39381, -9.51376, -0.35575], [1.60188, -7.58234, 0.96784], [1.82778, -5.29002, 0.06493], [2.83896, -4.92099, -2.13781], [3.65285, -6.85806, -3.46754], [-9.00565, 0.91046, -3.94230], [-8.23053, 0.01159, -4.66213], [-6.85330, -0.01306, -4.48772], [-6.24953, 0.85762, -3.59120], [-7.02560, 1.75457, -2.87008], [-8.40223, 1.78283, -3.04657], [-10.07979, 0.93059, -4.07858], [-8.70040, -0.67110, -5.35914], [-6.24694, -0.71158, -5.04988], [-5.17724, 0.83677, -3.45068], [-6.55312, 2.42937, -2.16789], [-9.00586, 2.48470, -2.48472], [3.50221, -0.49215, 5.01860], [2.91576, -1.22128, 6.04350], [3.38840, -1.09307, 7.34227], [4.44324, -0.23270, 7.61524], [5.02812, 0.49693, 6.58930], [4.55948, 0.36511, 5.28938], [3.13615, -0.59625, 4.00506], [2.09019, -1.88734, 5.82857], [2.93401, -1.66344, 8.14250], [4.80988, -0.13077, 8.62889], [5.85054, 1.16788, 6.80208], [5.01890, 0.92907, 4.48665]], "forces_ev_per_a": [[0.08, 0.27, 0.22], [0.20, -0.20, -0.57], [0.44, 0.13, -0.17], [-0.83, 0.03, 0.69], [0.05, 0.09, -0.17], [0.37, 0.01, 1.24], [-0.29, 0.01, -0.45], [-0.18, 0.14, -0.20], [-0.16, 0.08, 0.36], [0.07, -0.05, -0.07], [-0.23, 0.30, -0.33], [0.25, 0.20, 0.17], [-0.14, -0.34, 0.03], [-0.03, -0.06, -0.19], [0.15, 0.14, -0.06], [-0.05, -0.05, -0.06], [0.51, -0.04, -0.18], [-0.37, -0.10, -0.16], [-0.11, 0.00, 0.18], [0.03, 0.04, -0.06], [0.09, 0.22, -0.11], [0.02, -0.18, -0.13], [0.05, 0.07, -0.01], [-0.01, -0.01, 0.01], [-0.05, -0.10, 0.08], [-0.26, 0.04, 0.09], [0.06, -0.14, -0.09], [-0.18, -0.01, -0.02], [0.12, 0.22, 0.02], [-0.03, -0.03, -0.17], [0.05, -0.09, -0.10], [0.14, -0.06, -0.02], [0.07, -0.11, -0.09], [0.02, 0.07, -0.02], [-0.02, -0.04, 0.00], [0.00, 0.01, -0.05], [0.00, 0.07, 0.02], [0.09, -0.05, 0.03], [-0.01, 0.06, 0.07], [-0.02, 0.05, 0.03], [0.04, -0.04, 0.01], [0.03, -0.07, -0.02], [0.09, 0.06, -0.05], [0.00, -0.09, -0.06], [0.06, 0.06, -0.02], [0.08, -0.04, 0.11], [-0.02, -0.05, -0.01], [-0.01, -0.07, -0.01], [-0.11, -0.14, 0.13], [-0.12, -0.03, 0.13], [0.04, 0.03, 0.01], [-0.01, 0.00, 0.01], [0.01, 0.00, 0.00], [0.00, 0.00, 0.00], [-0.01, 0.00, 0.02], [-0.01, -0.02, 0.03], [0.00, 0.01, -0.02], [0.00, 0.00, 0.00], [0.00, 0.00, 0.00], [-0.01, 0.00, 0.00], [0.00, 0.01, 0.00], [0.01, -0.17, -0.01], [0.00, 0.00, 0.00], [0.00, 0.00, 0.00], [0.00, 0.00, 0.00], [-0.01, 0.00, 0.00], [0.01, 0.00, 0.01], [-0.01, 0.00, 0.00], [0.00, 0.00, 0.00], [0.00, 0.00, 0.00], [0.00, 0.00, -0.01], [0.01, -0.01, 0.01], [0.07, -0.01, 0.01], [0.01, 0.00, 0.00], [0.00, 0.00, 0.01], [-0.01, -0.02, -0.04], [0.01, 0.02, 0.02], [0.00, 0.01, 0.00], [0.00, 0.00, 0.00], [0.00, 0.00, 0.00], [-0.01, 0.02, -0.02], [0.00, -0.03, 0.00], [0.00, -0.01, -0.01], [0.00, 0.00, 0.00], [0.00, 0.00, 0.00], [0.01, 0.00, 0.00], [0.00, 0.00, -0.01]], "mulliken_charge": [-0.928, -0.396, -0.851, -0.680, -0.503, -1.305, -0.219, -0.392, 0.022, -1.081, 0.406, -0.318, 0.613, -1.037, -0.326, -0.295, 2.407, -1.188, -1.307, -1.293, -0.816, -0.540, -0.239, 0.252, 0.178, 0.402, 0.490, 0.491, 0.172, 0.538, 0.110, 0.261, 0.366, 0.027, 0.294, 0.349, 0.194, 0.198, 0.267, 0.326, 0.590, 0.526, 0.185, 0.325, 0.426, 0.527, 0.412, 0.543, 0.278, 0.438, 0.069, -0.339, -0.388, -0.397, -0.375, 0.216, -0.532, 0.348, 0.343, 0.354, 0.420, 0.027, 0.360, -0.407, -0.280, -0.528, -0.297, -0.468, -0.298, 0.346, 0.346, 0.370, 0.510, 0.350, 0.354, -0.213, -0.611, -0.339, -0.373, -0.469, -0.243, 0.401, 0.378, 0.352, 0.354, 0.366, 0.393], "charge": -1, "e_lumo_ev": 1.2, "energy_ha": -5606.9574, "homo_ev": -3.52, "spin_multiplicity": 1}

***

# 2
{"formula": "C34H46IrN5OS2Si2", "method": "ωB97M-V/def2-TZVPD", "symbols": ["Ir", "C", "N", "C", "C", "N", "C", "C", "C", "C", "C", "C", "C", "S", "C", "C", "C", "C", "C", "C", "S", "H", "H", "H", "H", "H", "H", "H", "H", "H", "H", "H", "H", "H", "H", "H", "H", "H", "H", "C", "Si", "C", "C", "C", "C", "C", "C", "C", "C", "N", "Si", "C", "C", "C", "H", "H", "H", "H", "H", "H", "H", "H", "H", "H", "H", "H", "H", "H", "H", "H", "H", "H", "H", "H", "H", "H", "N", "C", "O", "C", "C", "C", "C", "N", "C", "H", "H", "H", "H", "H", "H"], "positions_angstrom": [[0.33652, -0.10609, -0.31425], [-1.39337, 0.97503, -2.94096], [-0.53529, -0.18067, -2.60787], [-1.40660, -1.37472, -2.82447], [-0.83851, -2.68067, -2.32356], [-0.83348, -2.70588, -0.86113], [-0.05679, -3.86178, -0.38783], [-2.16376, -2.77599, -0.29534], [-3.06079, -3.77384, -0.67027], [-4.28619, -3.89351, -0.04061], [-4.61573, -3.01884, 0.98799], [-3.73444, -2.02298, 1.35963], [-2.50164, -1.88578, 0.71167], [-1.45143, -0.57325, 1.22407], [0.61734, -0.26201, -3.49933], [0.54396, 0.13500, -4.83013], [1.64564, 0.00621, -5.66133], [2.82774, -0.52752, -5.16493], [2.90732, -0.91818, -3.84191], [1.80253, -0.79318, -2.99920], [1.99009, -1.31653, -1.32409], [-1.93598, 0.80570, -3.87458], [-0.79536, 1.87992, -3.03374], [-2.12906, 1.10527, -2.15536], [-1.62283, -1.44640, -3.89657], [-2.34871, -1.17654, -2.30830], [0.17986, -2.84351, -2.67602], [-1.44905, -3.49293, -2.73439], [-0.45355, -4.78953, -0.81566], [-0.12099, -3.92589, 0.69256], [0.98166, -3.75087, -0.69318], [-2.79496, -4.47853, -1.44720], [-4.97282, -4.67310, -0.33887], [-5.56330, -3.11387, 1.50008], [-3.99103, -1.33528, 2.15452], [-0.37215, 0.54123, -5.23193], [1.57842, 0.32352, -6.69186], [3.69159, -0.62993, -5.80673], [3.83118, -1.31544, -3.44177], [3.32569, -0.79230, 3.85205], [2.41487, -1.30046, 2.28641], [1.24934, -2.69050, 2.72680], [3.77301, -1.91573, 1.15658], [1.45637, 0.25612, 1.67516], [2.27210, 1.20584, 0.91489], [3.36410, 1.99477, 1.29971], [3.98741, 2.76123, 0.33974], [3.53604, 2.73166, -0.98674], [2.46477, 1.93502, -1.30348], [1.86474, 1.21517, -0.34086], [0.46835, 1.01985, 3.17289], [-0.16594, -0.30989, 4.32022], [-0.93272, 2.21317, 2.86257], [1.70834, 2.09023, 4.10538], [3.83094, -1.66876, 4.26294], [2.66350, -0.41159, 4.62563], [4.09199, -0.03987, 3.65533], [1.76748, -3.64215, 2.59488], [0.35456, -2.68754, 2.10946], [0.93183, -2.63051, 3.76613], [4.50612, -2.40638, 1.80097], [4.28962, -1.12699, 0.61052], [3.42790, -2.65404, 0.43571], [3.70568, 1.97409, 2.32124], [4.83405, 3.37848, 0.60777], [4.01925, 3.31185, -1.75826], [2.06704, 1.84684, -2.30508], [-0.70232, -1.09957, 3.79432], [-0.85835, 0.15941, 5.02133], [0.63089, -0.76402, 4.90769], [-1.77081, 1.78066, 2.32517], [-0.61068, 3.12245, 2.36243], [-1.29272, 2.49878, 3.85423], [2.62867, 1.58941, 4.39309], [1.22124, 2.43474, 5.02072], [1.97058, 2.98047, 3.53362], [-5.08663, 2.03084, -0.53218], [-4.47426, 3.23672, -0.43648], [-5.08305, 4.28264, -0.38401], [-2.96680, 3.24041, -0.43390], [-2.31946, 4.44755, -0.65281], [-0.93920, 4.45902, -0.64550], [-0.25690, 3.27168, -0.43861], [-0.86226, 2.09609, -0.23894], [-2.19973, 2.10873, -0.21939], [-6.09244, 2.02134, -0.49384], [-4.59757, 1.15695, -0.47788], [-2.90954, 5.34196, -0.80031], [-0.38310, 5.37497, -0.78684], [0.81883, 3.28454, -0.41358], [-2.64685, 1.15797, 0.03590]], "forces_ev_per_a": [[0.39, 0.43, 0.51], [0.06, 0.05, -0.09], [-0.09, -0.02, 0.32], [0.00, -0.13, 0.01], [-0.07, 0.20, 0.05], [-0.01, -0.15, -0.06], [-0.09, 0.02, -0.12], [0.12, -0.05, 0.00], [0.00, 0.01, 0.09], [0.00, 0.00, -0.01], [-0.03, -0.04, 0.00], [0.05, 0.06, -0.08], [-0.26, 0.25, -0.15], [0.06, -0.64, -0.32], [0.06, -0.07, 0.12], [0.06, -0.06, 0.03], [0.03, -0.02, 0.05], [-0.05, 0.03, -0.09], [-0.02, -0.03, 0.11], [-0.10, 0.05, -0.05], [-0.18, -0.22, 0.23], [0.07, 0.03, -0.03], [-0.01, 0.01, 0.07], [0.03, -0.11, -0.20], [0.02, -0.01, 0.03], [0.00, -0.01, 0.01], [0.00, 0.05, -0.01], [0.04, -0.03, -0.02], [0.04, -0.03, 0.01], [0.00, -0.04, -0.01], [0.06, 0.03, 0.02], [0.02, -0.02, -0.02], [-0.02, -0.01, -0.01], [-0.02, 0.00, 0.01], [-0.01, 0.03, 0.04], [-0.03, 0.03, -0.02], [0.00, 0.01, -0.03], [0.02, 0.01, -0.02], [0.02, -0.01, 0.01], [0.00, -0.09, 0.01], [0.07, 0.27, 0.42], [0.03, -0.06, -0.03], [-0.02, -0.03, -0.07], [-1.09, -0.63, -1.04], [0.55, 0.08, 0.96], [-0.01, 0.00, -0.19], [-0.06, -0.05, -0.04], [0.00, 0.00, -0.01], [0.12, 0.00, 0.07], [-0.16, 0.45, -1.16], [0.46, 0.00, 0.12], [-0.02, -0.12, 0.08], [-0.12, -0.02, -0.13], [-0.06, 0.02, -0.01], [0.05, -0.06, -0.04], [0.09, -0.06, 0.03], [0.05, 0.01, 0.01], [0.01, -0.05, -0.05], [-0.03, 0.05, 0.01], [0.06, -0.02, -0.02], [0.01, -0.01, 0.04], [0.02, 0.05, -0.02], [0.03, -0.02, -0.01], [0.02, 0.03, 0.06], [0.03, 0.01, -0.01], [0.02, 0.02, -0.01], [0.00, 0.00, -0.02], [0.03, 0.12, 0.11], [-0.03, 0.06, 0.04], [-0.05, 0.00, 0.05], [-0.03, 0.07, 0.05], [0.03, 0.14, -0.09], [0.05, 0.02, 0.05], [-0.02, 0.06, 0.02], [-0.02, 0.01, 0.03], [-0.03, 0.10, -0.03], [-0.02, -0.03, 0.02], [0.02, 0.01, 0.07], [-0.01, 0.03, -0.06], [0.01, -0.09, -0.01], [-0.03, 0.01, 0.04], [0.04, 0.01, 0.02], [-0.04, -0.05, 0.07], [-0.13, 0.15, 0.16], [0.08, 0.12, 0.19], [0.01, 0.00, 0.02], [-0.02, -0.01, -0.01], [-0.01, 0.01, -0.02], [0.01, -0.01, -0.01], [0.06, 0.02, 0.01], [-0.03, -0.10, -0.07]], "mulliken_spin": [0.544, 0.005, 0.035, -0.004, 0.008, 0.088, 0.002, 0.025, 0.019, 0.002, 0.002, -0.020, -0.027, 0.182, 0.000, 0.004, 0.007, -0.003, 0.018, 0.009, 0.041, 0.000, -0.001, -0.001, 0.000, -0.005, -0.008, 0.010, 0.008, 0.001, -0.002, 0.000, 0.000, 0.000, 0.003, 0.000, 0.000, 0.000, 0.001, -0.002, -0.002, -0.003, 0.001, -0.056, 0.017, -0.001, 0.001, 0.002, -0.018, 0.044, 0.003, 0.001, -0.001, -0.002, 0.000, 0.000, 0.000, 0.000, 0.001, 0.000, 0.000, -0.001, 0.002, 0.000, 0.000, 0.001, 0.000, 0.000, 0.001, 0.000, 0.002, 0.000, 0.000, 0.000, 0.000, 0.000, 0.000, 0.000, 0.000, 0.003, -0.001, 0.004, 0.001, 0.086, -0.007, 0.000, -0.001, 0.000, 0.000, 0.000, -0.017], "relative_energy_kcal_mol": 20.4, "charge": 1, "e_lumo_ev": [-3.3, -4.3], "energy_ha": -3151.7725, "homo_ev": [-10.22, -10.15], "s_squared": 0.76, "spin_multiplicity": 2}